[1]
Below is an isolated molecule of C17H27Br2Cl3O4S, with properties calculated with the ωB97M-V functional and the def2-TZVPD basis.

Geometry as XYZ:
```
54
Properties=species:S:1:pos:R:3:mulliken_charge:R:1
C 3.498 -2.245 2.394 -1.5041
C 2.066 -1.766 2.606 0.1109
C 1.960 -0.242 2.732 -1.3375
C 0.623 0.334 2.234 0.5218
C 0.163 1.513 3.088 -1.9768
C 0.706 0.662 0.728 -0.3725
O 0.928 2.072 0.585 -0.4828
S 1.509 2.583 -0.840 0.5162
O 1.758 3.981 -0.627 -0.5990
O 0.104 2.534 -1.663 -0.4020
C -0.189 1.367 -2.452 -0.7045
C -1.545 1.677 -3.063 -0.9347
C -1.441 2.858 -3.998 0.6402
O -0.488 3.204 -4.590 -0.4262
Cl -2.942 3.803 -4.071 -0.2049
C -0.020 0.076 -1.627 -1.1757
C -0.378 -1.195 -2.435 -1.0226
Br -2.287 -1.564 -2.542 -0.0310
C 0.387 -2.414 -1.914 0.1077
C 1.906 -2.220 -1.979 -1.0929
Br -0.067 -4.023 -2.924 -0.0892
C -0.441 0.086 -0.134 1.3573
C -1.896 0.504 0.163 -0.7216
Cl -2.124 2.268 0.412 -0.0357
C -2.586 -0.156 1.372 0.7120
C -4.066 0.181 1.440 -1.4340
Cl -2.388 -1.947 1.323 -0.1751
H 3.564 -3.334 2.420 0.4054
H 4.162 -1.853 3.168 0.3661
H 3.881 -1.905 1.427 0.3314
H 1.439 -2.111 1.773 -0.0160
H 1.654 -2.234 3.504 0.4309
H 2.104 0.057 3.774 0.4797
H 2.788 0.215 2.175 0.3112
H -0.113 -0.471 2.324 0.1612
H -0.011 1.167 4.109 0.4726
H 0.937 2.282 3.120 0.4253
H -0.746 1.981 2.706 0.3124
H 1.612 0.164 0.352 1.0236
H 0.536 1.312 -3.274 0.6398
H -2.301 1.875 -2.305 0.2388
H -1.899 0.846 -3.682 0.4231
H 1.069 -0.006 -1.578 0.7307
H -0.065 -1.029 -3.469 0.7265
H 0.076 -2.646 -0.896 0.2835
H 2.412 -3.180 -2.038 0.5187
H 2.274 -1.713 -1.084 0.1369
H 2.190 -1.623 -2.850 0.2833
H -0.421 -0.965 0.160 0.3040
H -2.491 0.266 -0.715 0.5624
H -2.088 0.183 2.281 0.1127
H -4.213 1.123 1.966 0.3560
H -4.492 0.272 0.438 0.2985
H -4.604 -0.600 1.974 0.4378
```

Output
- E_LUMO (eV) = 0.35
- largest force on an atom (eV/Å) = 0.886
- frontier orbital gap (eV) = 10.5
- calculated total energy (Eh) = -7891.73067
- HOMO level (eV) = -10.147

[2]
Below is a structure of composition C17H27Br2N5O3S3Tl, with properties calculated with the ωB97M-V functional and the def2-TZVPD basis.

Geometry as XYZ:
```
58
Properties=species:S:1:pos:R:3:mulliken_charge:R:1
Tl -0.120 0.092 0.009 0.8939
N 2.987 -1.913 -3.042 -0.1353
C 1.939 -2.338 -3.825 -0.5598
C 0.813 -1.909 -3.193 -0.7191
N 1.146 -1.229 -2.047 0.2521
C 2.455 -1.252 -1.984 0.0410
C 3.187 -0.607 -0.901 0.1965
N 2.578 0.046 0.055 0.4496
C 3.561 0.521 0.888 -0.4084
C 4.781 0.137 0.423 -0.8214
N 4.530 -0.585 -0.724 -0.1070
H 3.960 -2.054 -3.253 0.1776
H 2.090 -2.894 -4.733 0.4314
H -0.213 -2.049 -3.488 0.4279
H 3.325 1.111 1.756 0.2522
H 5.779 0.305 0.786 0.4333
H 5.230 -1.021 -1.299 0.1780
Br 0.662 -2.914 1.574 -0.0869
C -0.697 -4.065 0.842 -0.5371
Br -1.735 -3.231 -0.544 -0.1119
H -1.367 -4.331 1.647 0.3711
H -0.202 -4.928 0.419 0.3602
S -5.047 1.446 -0.576 -0.0967
C -3.463 1.006 -1.092 0.2760
S -3.471 0.623 0.605 -0.0588
S -2.506 0.969 -2.362 -0.1508
C 0.831 3.409 -3.236 -1.3127
C 1.296 2.625 -2.024 0.1583
O 0.350 2.643 -0.958 -0.0658
C 0.334 3.854 -0.210 -0.2236
C -0.834 3.793 0.747 -0.8600
H 1.531 3.264 -4.060 0.4222
H 0.772 4.479 -3.040 0.3711
H -0.152 3.061 -3.556 0.2157
H 2.263 2.993 -1.658 0.3417
H 1.422 1.573 -2.291 -0.1788
H 0.234 4.709 -0.885 0.3233
H 1.281 3.955 0.334 0.2369
H -1.780 3.763 0.205 0.2739
H -0.835 4.668 1.398 0.3960
H -0.769 2.900 1.372 -0.0938
O 1.757 2.700 2.894 -0.4820
C 0.902 1.796 3.360 -0.1678
O 0.496 0.873 2.692 -0.4535
C 0.487 2.022 4.806 0.6258
N 1.171 3.219 5.308 -0.5349
C 2.025 2.844 6.458 -0.6166
C 2.289 1.361 6.235 -0.5525
C 0.948 0.861 5.701 -0.8017
H -0.599 2.123 4.804 0.3417
H 0.530 3.966 5.529 0.2370
H 1.880 3.320 3.662 0.4470
H 1.499 2.998 7.405 0.3501
H 2.932 3.444 6.471 0.3183
H 2.594 0.854 7.149 0.3932
H 3.079 1.222 5.493 0.2283
H 0.241 0.736 6.521 0.3769
H 1.001 -0.079 5.154 0.3386
```

Output
- E_LUMO (eV) = -2.83
- largest force on an atom (eV/Å) = 0.309
- frontier orbital gap (eV) = 8.1
- calculated total energy (Eh) = -7678.39934
- charge = +1
- HOMO level (eV) = -10.883

[3]
Below is a structure of composition C17H27CaCl5FO7PSSi at a distorted geometry, with properties calculated with the ωB97M-V functional and the def2-TZVPD basis.

Geometry as XYZ:
```
61
Properties=species:S:1:pos:R:3:mulliken_charge:R:1
C -0.670 -0.540 0.630 -0.0145
C -2.014 -0.782 -0.298 -0.2562
C -1.750 -0.330 -1.851 -0.9660
C -2.677 0.913 -2.383 0.2724
C -4.314 0.628 -2.262 -0.9699
Si -2.161 2.650 -1.666 0.1602
C -0.241 2.751 -1.523 -0.3922
C 0.335 2.903 0.004 -0.0961
C 1.960 2.684 0.154 -1.3455
C 2.763 2.539 -1.273 -0.4011
O 2.767 3.770 -2.079 -0.2500
C 2.708 3.498 -3.523 -0.6279
P -3.261 3.242 0.140 0.5646
O -3.007 4.960 0.508 -0.4509
O -4.981 3.101 -0.227 -0.5798
S -2.916 2.152 1.714 -0.2055
H -0.892 0.084 1.595 0.1025
H 0.208 0.015 0.054 -0.1945
H -0.196 -1.569 1.000 -0.0618
H -2.233 -1.954 -0.239 0.2614
H -2.975 -0.259 0.121 0.1908
H -2.028 -1.269 -2.534 0.4069
H -0.598 -0.172 -1.977 0.3654
H -2.476 0.996 -3.557 0.3000
H -4.629 0.150 -1.240 0.1444
H -4.859 1.666 -2.474 0.2758
H -4.563 -0.083 -3.189 0.3357
H -2.543 3.627 -2.719 -0.2795
H 0.198 1.852 -2.133 0.2601
H 0.105 3.733 -2.106 0.3109
H 0.125 4.032 0.327 -0.1683
H -0.175 2.208 0.797 0.7128
H 2.486 3.475 0.865 0.4233
H 2.095 1.637 0.712 0.3029
H 2.338 1.591 -1.811 0.3313
H 3.893 2.294 -0.996 0.2731
H 3.690 3.947 -4.027 0.2215
H 1.724 4.006 -3.954 0.1788
H 2.686 2.366 -3.818 0.2983
H -3.708 5.450 -0.051 0.2521
H -5.334 2.212 0.093 0.3511
Ca -0.734 4.632 1.720 0.8208
Cl 2.566 5.296 -0.015 -0.6110
F -0.134 -2.204 -1.571 -0.8727
C -0.757 -4.384 3.640 -0.6045
C -0.326 -4.900 4.803 0.4138
C 1.040 -5.571 4.699 0.3863
O 1.658 -6.046 5.657 -0.7044
C 1.675 -5.668 3.358 -0.5575
C 1.238 -5.163 2.191 0.6311
C -0.078 -4.399 2.317 0.4770
O -0.623 -3.793 1.389 -0.6067
O 1.781 -5.247 1.047 -0.6955
O -0.908 -4.885 5.931 -0.7735
H -1.716 -3.877 3.617 0.4011
H 2.608 -6.220 3.370 0.3066
C 5.566 -4.349 0.609 0.3180
Cl 5.875 -5.373 -0.816 -0.1357
Cl 5.003 -5.364 1.960 -0.0532
Cl 7.070 -3.516 1.078 -0.1387
Cl 4.317 -3.141 0.213 -0.0375
```

Output
- E_LUMO (eV) = 0.87
- largest force on an atom (eV/Å) = 4.628
- frontier orbital gap (eV) = 1.4
- calculated total energy (Eh) = -5297.76472
- charge = -2
- HOMO level (eV) = -0.503

[4]
Below is an isolated molecule of C17H27ClN2O3S2, with properties calculated with the ωB97M-V functional and the def2-TZVPD basis.

Geometry as XYZ:
```
52
Properties=species:S:1:pos:R:3:mulliken_charge:R:1
C -0.646 -0.977 -3.985 -1.3317
C -1.734 -0.297 -3.168 -0.0843
S -1.437 1.490 -3.118 -0.0673
C -2.906 2.005 -2.167 0.6120
C -4.121 2.210 -3.057 -1.4558
C -2.573 3.293 -1.411 0.0804
O -2.961 4.371 -1.827 -0.6675
N -1.861 3.202 -0.252 0.2120
C -1.612 4.447 0.460 -1.1745
C -1.177 2.019 0.231 0.0858
C 0.342 2.130 0.105 -0.4800
O 0.976 0.947 0.547 -0.3950
C 0.954 -0.117 -0.401 -0.1021
C 0.183 -1.311 0.131 -1.1377
N 0.757 -1.846 1.357 0.3625
C 0.189 -1.398 2.616 -0.9808
C 1.833 -2.659 1.225 0.7574
O 2.321 -2.922 0.136 -0.6337
C 2.455 -3.217 2.470 -0.5394
C 3.775 -2.855 2.892 0.2000
C 4.608 -1.838 2.175 -1.1247
C 4.155 -3.555 3.993 -0.6724
S 2.956 -4.660 4.528 -0.2133
C 1.911 -4.177 3.259 0.9433
Cl 0.349 -4.869 3.090 -0.2057
H -0.808 -2.055 -4.005 0.3564
H -0.646 -0.613 -5.012 0.4046
H 0.343 -0.793 -3.562 0.3066
H -2.715 -0.483 -3.608 0.4115
H -1.745 -0.681 -2.144 0.0643
H -3.108 1.211 -1.444 0.3477
H -4.992 2.477 -2.457 0.3755
H -3.938 3.015 -3.764 0.2959
H -4.342 1.295 -3.607 0.4200
H -2.509 5.061 0.449 0.3643
H -1.345 4.211 1.490 0.3690
H -0.806 5.026 0.005 0.3368
H -1.431 1.853 1.283 0.2354
H -1.513 1.147 -0.325 -0.5413
H 0.609 2.355 -0.933 0.3538
H 0.717 2.937 0.736 0.3514
H 0.506 0.221 -1.341 -0.0072
H 1.984 -0.417 -0.603 0.4398
H -0.851 -1.029 0.346 0.4978
H 0.182 -2.096 -0.627 0.2728
H 0.718 -1.851 3.448 0.4889
H 0.266 -0.313 2.694 0.1952
H -0.862 -1.686 2.675 0.3028
H 4.059 -0.903 2.049 0.2236
H 5.522 -1.624 2.729 0.3900
H 4.875 -2.195 1.180 0.2969
H 5.093 -3.484 4.521 0.4599
```

Output
- E_LUMO (eV) = 0.54
- largest force on an atom (eV/Å) = 0.104
- frontier orbital gap (eV) = 9.4
- structure (SMILES) = CCS[C@H](C)C(=O)N(C)CCOCCN(C)C(=O)c1c(C)csc1Cl
- calculated total energy (Eh) = -2255.78830
- energy above the lowest of the compared OMol25 structures with the same formula, charge and spin (kJ/mol) = 11.5
- HOMO level (eV) = -8.901

[5]
Below is an isolated molecule of C17H27ClN2O3S2, with properties calculated with the ωB97M-V functional and the def2-TZVPD basis.

Geometry as XYZ:
```
52
Properties=species:S:1:pos:R:3:mulliken_charge:R:1
C -0.616 -0.513 -3.168 -1.1841
C -1.831 0.072 -2.464 -0.2825
S -1.548 1.833 -2.130 -0.0984
C -3.004 2.195 -1.093 0.5537
C -4.292 2.251 -1.896 -1.5448
C -2.763 3.533 -0.386 0.1371
O -3.323 4.542 -0.777 -0.6719
N -1.946 3.561 0.705 0.2249
C -1.799 4.839 1.385 -1.1838
C -1.099 2.475 1.161 -0.0133
C 0.382 2.787 0.944 -0.4351
O 1.218 1.713 1.328 -0.4437
C 1.181 0.612 0.430 -0.4034
C 0.301 -0.542 0.940 -0.8692
N 1.065 -1.715 1.331 0.2589
C 1.632 -1.698 2.667 -1.1108
C 1.388 -2.592 0.350 0.7705
O 1.085 -2.398 -0.820 -0.5790
C 2.131 -3.834 0.725 -0.5429
C 3.369 -4.203 0.101 0.2072
C 4.076 -3.344 -0.902 -1.1699
C 3.807 -5.413 0.535 -0.7138
S 2.743 -6.143 1.666 -0.2161
C 1.690 -4.795 1.581 0.8748
Cl 0.239 -4.776 2.499 -0.2039
H -0.796 -1.560 -3.414 0.3765
H -0.406 0.025 -4.093 0.3940
H 0.267 -0.481 -2.531 0.1895
H -2.722 -0.037 -3.081 0.3769
H -2.010 -0.439 -1.515 0.2933
H -3.069 1.400 -0.346 0.3858
H -5.140 2.452 -1.239 0.3917
H -4.240 3.047 -2.635 0.3019
H -4.466 1.301 -2.402 0.4422
H -2.757 5.352 1.405 0.3716
H -1.461 4.654 2.404 0.3686
H -1.081 5.491 0.883 0.3382
H -1.279 2.291 2.225 0.2157
H -1.349 1.569 0.617 -0.4346
H 0.539 3.043 -0.110 0.3888
H 0.685 3.639 1.553 0.3572
H 0.838 0.945 -0.552 0.1998
H 2.206 0.250 0.323 0.4164
H -0.251 -0.201 1.818 0.5832
H -0.409 -0.849 0.174 0.1699
H 2.340 -2.512 2.791 0.4953
H 2.155 -0.753 2.833 0.3129
H 0.847 -1.798 3.418 0.2880
H 4.290 -2.355 -0.491 0.2846
H 5.018 -3.800 -1.202 0.3954
H 3.453 -3.197 -1.784 0.2805
H 4.710 -5.924 0.239 0.4562
```

Output
- E_LUMO (eV) = 0.54
- largest force on an atom (eV/Å) = 0.022
- frontier orbital gap (eV) = 9.3
- structure (SMILES) = CCS[C@H](C)C(=O)N(C)CCOCCN(C)C(=O)c1c(C)csc1Cl
- calculated total energy (Eh) = -2255.78625
- energy above the lowest of the compared OMol25 structures with the same formula, charge and spin (kJ/mol) = 16.8
- HOMO level (eV) = -8.734

[6]
Below is a structure of composition C17H27CrO7PS2, with properties calculated with the ωB97M-V functional and the def2-TZVPD basis.

Geometry as XYZ:
```
55
Properties=species:S:1:pos:R:3:lowdin_spin:R:1
Cr 0.961 -1.352 0.000 3.7798
O 1.243 -2.391 4.164 0.0029
C 1.329 -1.721 3.016 0.0070
O 0.769 -2.131 2.025 0.0239
C 2.149 -0.454 3.240 0.0012
O 2.426 0.354 2.143 0.0110
C 3.630 0.112 1.398 0.0002
C 3.111 -0.642 0.187 0.0130
O 2.513 -0.019 -0.725 0.0292
O 2.951 -1.895 0.297 0.0178
H 0.674 -3.160 4.024 0.0001
H 3.049 -0.750 3.792 0.0002
H 1.537 0.142 3.925 0.0002
H 4.346 -0.482 1.969 0.0000
H 4.048 1.081 1.132 0.0000
C -0.520 -1.678 -3.010 0.0064
C 0.358 -2.669 -2.312 0.0101
C -0.095 -3.402 -1.205 0.0101
C 0.709 -4.389 -0.627 0.0128
C 1.967 -4.652 -1.138 0.0103
C 2.435 -3.917 -2.223 0.0104
C 1.647 -2.937 -2.795 0.0136
H -0.755 -2.035 -4.015 0.0010
H -0.031 -0.708 -3.116 0.0014
H -1.453 -1.521 -2.480 0.0004
H -1.097 -3.225 -0.825 0.0023
H 0.334 -4.945 0.222 0.0003
H 2.591 -5.413 -0.689 0.0004
H 3.425 -4.107 -2.615 0.0004
H 2.016 -2.362 -3.635 0.0004
C -4.287 1.144 1.253 0.0000
C -3.419 2.377 1.065 -0.0001
C -2.548 2.666 2.278 -0.0003
O -2.570 2.330 -0.100 -0.0012
P -1.990 1.065 -0.896 0.0071
S -3.323 0.090 -1.894 0.0055
S -0.937 0.008 0.535 0.0194
O -0.977 1.778 -1.896 0.0018
C -0.166 2.959 -1.701 0.0001
C -0.976 4.192 -2.066 0.0000
C 0.474 3.058 -0.333 0.0005
H -4.931 1.306 2.120 0.0000
H -3.681 0.257 1.434 0.0002
H -4.909 0.961 0.381 0.0000
H -4.067 3.238 0.871 0.0000
H -1.866 1.837 2.464 -0.0002
H -3.175 2.811 3.157 0.0000
H -1.963 3.572 2.120 0.0000
H 0.627 2.821 -2.444 0.0000
H -1.780 4.350 -1.352 0.0000
H -1.406 4.076 -3.059 0.0000
H -0.331 5.071 -2.068 0.0000
H -0.265 3.195 0.455 0.0003
H 1.133 3.928 -0.343 0.0000
H 1.066 2.176 -0.108 -0.0002
```

Output
- E_LUMO (spin up / spin down) (eV) = 0.09 / 0.09
- multiplicity = 5
- largest force on an atom (eV/Å) = 0.505
- frontier orbital gap (spin up / spin down) (eV) = 7.6 / 7.7
- calculated total energy (Eh) = -3373.00878
- energy above the lowest of the compared OMol25 structures with the same formula, charge and spin (kJ/mol) = 78.1
- HOMO level (spin up / spin down) (eV) = -7.507 / -7.652

Question: Among the records above, which one has the lowest largest force on an atom?
Answer: number 5